(1)
Molecular formula: C27H47IN7SbV
Method: DFT, ωB97M-V with the def2-TZVPD basis set

Last column: Löwdin spin population.
Element x y z (Å)
I  3.2758  4.9993  3.6759  0.000
Sb  -0.1172  -1.2095  1.0901  0.003
V  0.4093  0.1243  -1.3934  2.570
N  0.8913  -0.1514  -3.5873  0.009
N  0.4049  2.3526  1.9892  0.002
N  -1.1954  -1.0040  -2.1600  0.009
N  -1.1600  1.3569  -1.3040  0.010
N  2.5612  -0.5092  -1.3040  0.020
N  1.2990  1.9699  -1.1606  0.004
N  -0.3632  3.1020  2.7961  0.000
C  -1.2294  -3.8282  -0.0549  0.000
C  0.5109  -4.2560  1.6934  0.000
C  0.3352  4.0403  3.4696  0.001
C  1.6278  2.8327  2.1626  0.001
C  0.6191  -1.6848  4.1277  -0.001
C  -3.5021  1.6717  -1.2615  0.007
C  -2.3998  0.8701  -1.4914  0.043
C  0.5234  2.9842  -0.9886  0.084
C  -2.1788  -1.0575  1.7059  0.001
C  -2.4525  0.3733  2.1698  0.000
C  -2.3698  -0.4890  -2.1140  0.047
C  -2.6545  -2.0698  2.7445  -0.001
C  2.5211  -1.1645  2.5466  0.000
C  0.9757  4.3984  -0.8398  0.012
C  0.0678  -3.3159  0.5763  0.001
C  -3.2839  2.9930  -0.8714  0.048
C  2.9204  -1.1574  -2.5822  0.009
C  -0.0020  -1.1953  -4.1835  0.003
C  2.3467  -0.3885  -3.7544  0.005
C  -3.5976  -1.0646  -2.7417  0.006
C  1.0507  -0.9204  2.8813  0.000
C  -0.7515  -2.0052  -3.1170  0.013
C  -0.9244  2.6378  -0.9862  0.051
C  3.3676  0.6930  -0.9334  0.006
C  -1.9954  3.4948  -0.7579  0.005
C  1.6453  3.9002  3.0772  0.000
C  2.7444  2.0443  -1.3147  0.004
H  -3.7032  -0.7120  -3.7711  0.003
H  -0.0811  -2.6961  -2.6041  0.004
H  -0.2286  -4.2961  2.4943  0.000
H  3.1938  2.8198  -0.6902  0.000
H  1.2156  4.6005  0.2084  0.005
H  0.9184  0.1481  3.0620  0.000
H  2.8552  -0.5341  1.7188  0.000
H  3.1491  -0.9245  3.4073  0.000
H  -0.1316  4.7173  4.1651  0.000
H  -3.7445  -2.0386  2.8156  0.000
H  -0.3725  -1.3922  4.4654  0.000
H  4.3756  0.6229  -1.3501  0.000
H  -4.5091  1.3032  -1.3937  0.000
H  0.6874  0.7107  -4.0793  0.004
H  1.8699  4.5894  -1.4308  0.001
H  0.6261  -2.7637  3.9867  0.000
H  -1.3461  2.9004  2.8722  0.000
H  -2.2635  -1.8368  3.7331  0.000
H  -2.3694  -3.0935  2.5089  0.000
H  2.9669  2.3069  -2.3527  -0.001
H  1.4669  -3.9735  2.1320  0.000
H  -2.1748  1.1100  1.4102  0.000
H  -1.0440  -4.7565  -0.6006  0.000
H  -1.9692  -4.0552  0.7128  0.000
H  2.5573  -0.9175  -4.6865  0.000
H  0.6172  -5.2704  1.3006  0.000
H  4.0043  -1.2496  -2.6983  0.001
H  -4.4928  -0.7625  -2.2027  0.001
H  -3.5576  -2.1521  -2.7558  0.001
H  -2.7249  -1.2343  0.7721  0.000
H  -4.1299  3.6418  -0.6893  0.002
H  3.4692  0.6683  0.1505  0.001
H  2.7196  -2.2072  2.2868  0.000
H  -1.5525  -2.5860  -3.5777  0.001
H  -1.8346  4.5332  -0.5053  -0.001
H  -0.7451  -0.6765  -4.7903  0.000
H  0.8501  -3.3073  -0.1928  0.001
H  2.8315  0.5858  -3.8284  0.000
H  0.2078  5.1026  -1.1505  0.001
H  2.5079  -2.1689  -2.5586  0.001
H  -1.8890  0.5954  3.0803  0.000
H  1.3145  -1.4593  4.9404  0.000
H  2.4650  2.4000  1.6358  0.000
H  2.7179  -1.1891  -0.5676  0.005
H  -3.5128  0.5018  2.4033  0.000
H  0.5597  -1.8532  -4.8484  0.000
H  -1.6900  -3.1189  -0.7424  0.000

Results
Calculated total energy (eV): -79506.536
Multiplicity: 4
<S²>: 3.776
Orbital gap (spin up / spin down) (eV): 6.815 / 6.872
ΔE to the lowest compared entry with this formula, charge and spin (eV): 0.0843
Net charge: +2
M (g/mol): 769.33

(2)
Molecular formula: C27H48BN10O5S
Method: DFT, ωB97M-V with the def2-TZVPD basis set

Last column: Mulliken charge in e.
Element x y z (Å)
S  1.7505  -2.3411  1.8764  1.191
O  1.8117  -2.7736  3.2407  -0.557
O  1.6985  -3.2848  0.8064  -0.668
O  4.1322  3.9029  0.8304  -0.477
O  3.0354  -1.4484  1.5806  -0.485
O  3.7723  1.8082  1.9506  -0.261
N  4.6294  -4.2236  -3.1046  -0.449
N  2.6681  0.5673  -1.8186  -0.431
N  -2.5595  -0.8882  0.5082  -0.472
N  -3.3660  -0.8306  -5.1576  -0.451
N  3.8311  -5.9895  7.3554  -0.349
N  -2.9521  4.3379  0.5718  -0.451
N  -8.9681  0.9713  -4.2046  -0.337
N  -7.9691  3.7120  2.8704  -0.414
N  -0.5343  3.0307  1.2564  -0.189
N  0.9544  -2.6272  -5.7208  -0.400
C  -3.0049  -1.8065  -5.6418  0.440
C  -8.6295  4.5280  3.3342  0.375
C  0.3763  -1.2234  1.7325  -1.208
C  6.1395  1.4756  2.4641  -1.373
C  5.0263  1.2833  1.4571  -0.098
C  -2.5811  -1.4188  -2.0405  -0.755
C  1.1182  3.2971  2.9885  -0.533
C  3.5457  -5.4729  6.3718  0.136
C  -2.5688  -1.1193  -0.6168  0.384
C  3.1836  -4.8093  5.1264  -0.541
C  -0.4003  3.2415  2.7369  -0.919
C  -9.4684  5.5586  3.9313  -0.764
C  -4.9878  4.2938  2.1944  -0.952
C  0.9200  1.0142  0.6573  0.503
C  4.8437  -0.6488  -2.5677  -0.888
C  -6.4895  0.1747  -4.2334  -0.617
C  0.8070  2.5236  0.7028  -0.614
C  1.7584  3.3345  1.5922  -0.138
C  4.0732  -4.8090  -2.2887  0.386
C  0.6497  0.2612  1.9616  -0.090
C  2.0833  -4.7365  -6.7515  -0.769
C  1.4512  -3.5587  -6.1713  0.377
C  3.3560  -5.5499  -1.2632  -0.370
C  -2.5466  -3.0417  -6.2598  -0.712
C  3.6279  0.0311  -2.1491  0.469
C  -3.8308  4.3224  1.3124  0.437
C  -7.8768  0.6185  -4.2174  0.158
B  3.3104  2.9956  1.4696  0.234
H  2.9401  -5.5447  4.3619  0.277
H  6.9976  0.8601  2.1925  0.426
H  -5.9028  4.3918  1.6151  0.339
H  -1.5929  -3.3333  -5.8232  0.122
H  -3.2754  -3.8366  -6.1120  0.303
H  1.4038  2.3940  3.5279  0.234
H  -3.0087  -2.4056  -2.2092  0.338
H  -0.2483  0.6485  2.4437  0.111
H  -9.8601  6.2145  3.1562  0.270
H  1.9373  0.8213  0.3161  -0.632
H  2.2938  -4.5641  -7.8052  0.282
H  3.0178  -4.9475  -6.2344  0.259
H  -8.8895  6.1494  4.6385  0.265
H  6.4589  2.5174  2.5163  0.299
H  -0.6393  3.9589  0.8416  0.565
H  4.0379  -6.1867  -0.7025  0.287
H  3.1447  -0.7617  2.2593  0.305
H  -4.9344  5.1107  2.9117  0.316
H  -5.0382  3.3485  2.7308  0.316
H  -1.0024  4.0891  3.0555  0.419
H  1.6590  4.3677  1.2335  0.249
H  1.4765  0.4142  2.6590  0.002
H  0.8573  2.9220  -0.3117  0.477
H  -6.4363  -0.9064  -4.1197  0.259
H  5.2711  1.7558  0.5047  0.424
H  2.8744  -4.8568  -0.5739  -0.023
H  5.7169  -0.0834  -2.2456  0.299
H  4.8820  -1.6475  -2.1403  0.178
H  2.5923  -6.1779  -1.7183  0.267
H  4.7848  4.3434  1.3860  0.310
H  -3.1695  -0.6880  -2.5913  0.223
H  -2.4034  -2.8891  -7.3281  0.304
H  2.3189  -4.1674  5.2698  0.241
H  0.2690  0.6376  -0.1358  0.722
H  -1.3791  2.5426  0.9551  0.429
H  1.4294  4.1395  3.6042  0.552
H  -0.3023  -1.5902  2.5033  0.526
H  -0.1074  -1.3997  0.7755  0.224
H  1.4260  -5.5990  -6.6584  0.274
H  -0.8065  2.3747  3.2533  0.335
H  -6.0056  0.4448  -5.1693  0.295
H  4.0093  -4.1968  4.7697  0.249
H  4.8635  0.2242  1.2554  0.243
H  5.8037  1.1758  3.4584  0.294
H  -10.3025  5.0972  4.4565  0.280
H  4.8623  -0.7415  -3.6517  0.340
H  -5.9379  0.6385  -3.4177  0.235
H  -1.5657  -1.4051  -2.4352  0.332

Results
Calculated total energy (eV): -65422.304
Multiplicity: 1
Orbital gap (eV): 10.748
Net charge: +1
M (g/mol): 635.63

(3)
Molecular formula: C27H48BrFNO13PS2
Method: DFT, ωB97M-V with the def2-TZVPD basis set

Last column: Mulliken charge in e.
Element x y z (Å)
Br  4.3859  -3.9824  -0.5366  -0.081
S  2.3191  -1.8002  1.2860  1.480
S  2.0436  3.1314  3.0726  -0.398
P  2.1594  1.2089  2.8149  0.236
F  -1.2055  -0.5487  3.4326  -0.441
O  1.8586  -3.2240  1.2889  -0.718
O  -5.5983  2.6572  2.6745  -0.564
O  -4.8231  1.9481  4.6679  -0.313
O  3.4270  -1.7195  2.2950  -0.744
O  -1.5170  -0.6537  -2.8023  -0.337
O  -0.3401  -0.6908  -0.7498  0.378
O  2.4092  4.6957  -1.7489  -0.308
O  -4.3087  -0.5312  -4.1163  -0.527
O  -5.3018  -3.8068  -2.3491  -0.393
O  2.1355  -1.9984  -1.4151  -0.550
O  -3.7646  -2.3917  -1.5120  -0.491
O  1.7660  2.6893  -1.6657  -0.128
O  0.9906  -0.9289  1.7074  -0.288
N  1.4521  4.0190  -1.8870  0.011
C  2.9305  -1.3836  -0.4083  0.232
C  -4.1542  -3.5134  -1.6984  0.384
C  6.3377  2.1415  0.0149  -1.628
C  -5.3376  3.8232  5.9775  -0.489
C  5.4075  1.1303  -0.7981  1.410
C  -2.8349  0.5904  2.1200  -1.313
C  -3.0310  -0.0623  -4.5856  -0.396
C  -1.6136  -0.7173  -1.3898  -0.576
C  -6.1102  3.9164  4.6726  -0.416
C  0.4242  0.4507  -1.1272  -2.178
C  -4.9819  2.3520  6.0363  -0.448
C  1.5531  2.4281  -0.2343  -1.434
C  -0.3808  1.0419  1.7324  -2.162
C  -4.1706  -5.8392  -2.0589  -0.571
C  -2.1630  0.4802  -3.3688  -0.438
C  4.1775  0.8562  0.1381  -2.935
C  -5.5319  -5.2235  -2.3051  -0.493
C  5.0869  1.8456  -2.1625  -1.272
C  2.9085  0.2117  -0.5252  -0.907
C  1.5271  0.8515  -0.0421  0.860
C  6.2872  -1.9228  -2.4912  -1.323
C  -3.4857  -4.7763  -1.2182  -0.290
C  -5.4953  2.8061  3.8581  0.508
C  1.0913  0.4916  1.4237  1.669
C  4.3758  -1.9877  -0.6969  -0.648
C  4.7371  -1.7219  -2.2203  -0.167
C  -1.3931  -0.0931  2.1108  0.964
H  -5.9707  4.8796  4.1867  0.288
H  3.9868  1.8059  0.7020  0.762
H  -3.6394  -5.9559  -3.0068  0.286
H  -3.5022  0.1254  1.3609  0.207
H  1.3648  -2.4269  -1.0087  0.682
H  6.5601  1.7740  1.0449  0.355
H  -5.8979  4.1655  6.8474  0.323
H  -6.2374  -5.4363  -1.4975  0.268
H  5.4142  1.1455  -2.9827  0.181
H  -1.4413  1.2216  -3.8131  0.239
H  0.5821  2.9064  0.0278  0.634
H  6.5751  -1.3208  -3.3886  0.340
H  -3.2760  0.5786  3.1466  0.439
H  1.6376  0.5898  4.0039  0.154
H  0.8809  0.2505  -2.1284  0.287
H  4.0096  2.0484  -2.3482  0.137
H  5.1537  -1.6401  0.0085  0.658
H  -1.4580  -0.9176  1.3742  0.089
H  -2.2473  0.0748  -0.9168  0.419
H  3.5216  0.8188  2.7524  0.123
H  4.5357  0.1436  0.9339  0.826
H  4.2377  -2.5351  -2.8048  0.604
H  -3.1246  0.6858  -5.4044  0.329
H  4.3697  -0.7407  -2.5892  0.116
H  5.7140  3.0696  0.1524  0.416
H  -4.0541  2.1743  6.5788  0.328
H  -2.7153  1.6762  1.8663  0.323
H  -4.2200  -6.8167  -1.5800  0.327
H  -3.6903  -4.9025  -0.1530  0.309
H  -0.3009  1.2994  -1.2976  0.808
H  -5.9674  -5.5515  -3.2481  0.331
H  -5.7754  1.7497  6.4869  0.260
H  6.5397  -2.9960  -2.6293  0.380
H  6.0431  0.2142  -0.9060  -0.459
H  -0.3808  1.7353  2.6167  0.840
H  -2.5174  -0.9776  -4.9809  0.205
H  2.9123  0.3958  -1.6321  1.599
H  -2.0656  -1.7249  -1.1384  0.234
H  -4.3564  -0.4427  -3.1586  0.319
H  -7.1728  3.7072  4.8112  0.261
H  -2.8831  0.9975  -2.6929  0.361
H  -4.4262  4.4225  5.9077  0.271
H  5.7240  2.7547  -2.2956  0.463
H  -0.8089  1.6217  0.8892  0.323
H  -2.4132  -4.7442  -1.4001  0.227
H  7.2367  2.4506  -0.5611  0.435
H  2.3770  2.9396  0.3005  0.628
H  6.9175  -1.5428  -1.6467  0.303

Results
Calculated total energy (eV): -160597.363
Multiplicity: 1
Orbital gap (eV): 8.354
M (g/mol): 788.69
SMILES: CC[C@H](Br)[C@]1(O)[C@H](CC(C)C)[C@](COCOCCO)(CON=O)[C@](C[C@H](C)F)([PH2]=S)OS1(=O)=O.O=C1CCCO1.O=C1CCCO1